(1)
ORCA calculation (ωB97M-V with the def2-TZVPD basis set) on a single C3HClFNO molecule.

Summary:
E = -21902.042 eV
HOMO energy = -0.359 Ha
Kohn-Sham gap = 10.433 eV

Geometry as XYZ:
```
8
Properties=species:S:1:pos:R:3:forces:R:3:lowdin_charge:R:1
Cl -1.1211 -1.2930 -1.7578 -0.0635 0.7174 -0.3192 0.70
F -0.2325 -1.9435 1.1896 -0.0160 -0.8370 -0.1666 0.18
O 0.6549 0.0839 1.4213 -0.1531 -0.7400 -2.5158 0.05
N 0.7955 1.2618 0.6101 1.1025 0.0527 4.6451 0.09
C 0.1383 1.0922 -0.4215 -1.5783 -3.0417 -2.9110 -0.15
C -0.3381 -0.2877 -0.6109 0.7282 -0.5278 2.3701 -0.57
C 0.0365 -0.8358 0.5940 0.2217 2.9494 0.6479 -0.39
H 0.0666 1.9221 -1.0248 -0.2416 1.4269 -1.7505 0.10
```
Forces are in eV/Å.

(2)
ORCA calculation (ωB97M-V with the def2-TZVPD basis set) on C3HCoFO as an isolated structure.

Summary:
E = -45513.925 eV
expectation value of S² = 3.7756
HOMO energy (spin up / spin down) = -0.306 / -0.305 Ha
Kohn-Sham gap (spin up / spin down) = 7.409 / 5.949 eV
2S+1 = 4

Geometry as XYZ:
```
7
Properties=species:S:1:pos:R:3:forces:R:3:lowdin_spin:R:1
Co -0.7066 0.6304 -1.3844 0.6486 0.3952 1.5124 2.75
F -1.8953 0.4858 -2.6296 -0.5159 -0.1309 -0.7111 0.14
O 0.6577 -1.2980 2.8384 0.1481 1.7729 -1.9250 0.03
C 0.8052 -0.7004 1.8157 0.1500 -3.7759 2.6517 0.02
C 1.2573 -0.1191 0.7487 -1.7917 -0.0826 1.4346 0.03
C 0.6011 0.8529 0.1005 3.8524 1.1882 -2.0690 0.02
H 1.6172 1.4569 -0.0272 -2.4915 0.6331 -0.8937 0.01
```
Forces are in eV/Å.

(3)
ORCA calculation (ωB97M-V with the def2-TZVPD basis set) on a single C3HF3 molecule.

Summary:
E = -11275.094 eV
HOMO energy = -0.357 Ha
Kohn-Sham gap = 8.775 eV

Geometry as XYZ:
```
7
Properties=species:S:1:pos:R:3:forces:R:3:lowdin_charge:R:1
F 2.0246 -0.8432 0.0108 -0.6023 1.3042 -0.1973 0.13
F 1.4339 1.2705 0.0567 0.4662 0.3073 0.0950 0.20
F -1.9823 1.3408 -0.0036 0.6114 -0.9082 0.1393 -0.03
C -1.7537 0.0335 0.1832 1.8133 1.2887 -0.5459 0.03
C -0.2699 -0.3752 -0.0856 -1.4292 -1.0163 0.4427 -0.05
C 1.0309 0.0540 -0.0301 -2.2510 -2.0021 0.0600 -0.36
H -0.4835 -1.4803 -0.1314 1.3916 1.0265 0.0062 0.09
```
Forces are in eV/Å.

(4)
ORCA calculation (ωB97M-V with the def2-TZVPD basis set) on a single C3HF3 molecule.

Summary:
E = -11277.329 eV
HOMO energy = -0.420 Ha
Kohn-Sham gap = 12.420 eV

Geometry as XYZ:
```
7
Properties=species:S:1:pos:R:3:forces:R:3:lowdin_charge:R:1
F 1.5427 -0.1225 1.2186 -0.0749 0.1293 -1.7390 0.12
F 1.2989 -1.1013 -0.7800 0.8034 1.5131 0.6062 0.12
F 1.3758 1.1891 -0.5935 -0.1539 -2.4850 0.8016 0.10
C -1.7750 0.0308 0.0211 -0.8194 -0.0722 0.3113 0.12
C 0.9940 -0.0183 -0.0230 -3.4193 0.2502 0.5638 -0.52
C -0.5899 -0.0624 0.1033 3.3039 0.6969 -0.4289 0.02
H -2.8465 0.0845 0.0535 0.3602 -0.0322 -0.1150 0.04
```
Forces are in eV/Å.